Record 1
Computed, not measured: C7H17AgCl2NO3 as an isolated structure, with ωB97M-V/def2-TZVPD.

Summary:
Charge = -1
Energy above the lowest of the compared OMol25 structures with the same formula, charge and spin = 0.00 kcal/mol
Highest occupied orbital energy = -4.5 eV
Maximum force = 1.30 eV Å⁻¹
Orbital gap = 6.93 eV
Calculated total energy = -44214.3183 eV

Atoms and positions in Å:
C (-1.4680, 0.7985, 1.9031)
C (0.7191, 1.4911, 1.1923)
H (-0.2540, 4.1990, -1.3438)
O (-0.1189, 0.4443, 1.6532)
H (2.6720, -2.4871, -0.4676)
H (1.3555, 2.5905, -0.4647)
H (-1.6949, 3.4509, -1.9632)
H (-1.9617, 1.2501, 1.0376)
O (-0.6513, -2.4907, 0.3676)
Cl (-1.0093, -2.5386, 4.5124)
O (-0.7007, 2.3057, -0.6365)
H (0.8250, 0.9317, -0.8750)
H (-1.9914, -0.1296, 2.1270)
H (0.5807, 2.3866, 1.8082)
C (-0.6700, 3.2259, -1.6671)
C (1.8314, -3.0045, -0.9259)
H (2.1315, -3.5445, -1.8256)
H (1.4295, -3.6938, -0.1878)
Cl (3.0122, -1.7162, 2.3240)
Ag (0.4022, -1.7061, 2.5106)
C (-0.4400, -1.9771, -0.7163)
C (-1.4297, -1.0475, -1.3992)
N (0.7676, -2.0968, -1.3296)
H (1.7154, 1.0570, 1.3235)
H (-2.0767, -1.5699, -2.0986)
H (0.8697, -1.5916, -2.1927)
H (-0.8742, -0.2877, -1.9600)
C (0.5913, 1.8220, -0.2792)
H (-1.5371, 1.5174, 2.7262)
H (-0.0649, 2.9105, -2.5259)
H (-1.9602, -0.4995, -0.6269)


Record 2
Computed, not measured: C7H17BBrF3MgN2NaO19PS2 as an isolated structure, with ωB97M-V/def2-TZVPD.

Summary:
Charge = 0
Highest occupied orbital energy = -7.6 eV
Maximum force = 6.19 eV Å⁻¹
Orbital gap = 1.46 eV
Calculated total energy = -169093.3492 eV

Atoms and positions in Å:
H (-5.6259, -0.3013, -2.5588)
H (0.7463, -1.4534, -4.6168)
C (-6.6318, -0.0991, -3.9082)
F (2.2021, 5.2599, 3.5506)
H (-3.0501, -3.1760, 3.2469)
O (-6.3443, -0.8957, -2.8560)
P (-2.2436, 1.2467, -0.5828)
O (-2.2535, -3.4244, 2.7261)
H (0.3012, -1.7412, 5.1926)
O (-3.5190, 0.7913, -1.6689)
N (1.0796, -1.8125, -6.6613)
O (2.9231, 3.3283, 2.3715)
O (3.0005, 3.4447, 4.8051)
O (-0.0579, -0.9340, 4.7910)
H (0.7585, -0.0038, -5.6691)
H (-3.8994, 0.8840, 1.3658)
H (-3.1811, 2.6345, 1.2576)
H (1.6979, -3.6699, 4.0434)
B (-2.0357, -2.5578, 1.6085)
H (-2.1420, 1.2760, 1.9669)
F (2.2000, -2.2251, 5.4469)
O (3.6940, 0.0539, 1.7771)
H (3.6036, 0.9898, 2.1044)
O (1.0680, -3.0831, 0.4732)
C (1.2316, -0.9620, -5.4571)
O (-5.8741, 0.9104, -3.9430)
O (3.9416, 7.0114, 2.3078)
O (-0.1019, 0.0955, -2.9186)
Br (-2.9777, -2.1023, -1.7579)
S (3.2875, 4.0991, 3.5502)
H (-3.3332, 1.3099, -2.5009)
H (-2.3701, -3.9603, 0.2035)
H (2.3030, -0.8438, -5.2705)
O (1.3412, -2.8668, 3.6443)
O (0.4705, -2.8739, -6.5314)
H (4.6393, -0.2109, 1.7047)
O (-7.5523, -0.4468, -4.6632)
C (-2.9551, 1.5062, 1.1705)
O (5.0250, 5.2326, 1.0059)
Mg (2.9427, -3.0364, -7.0075)
O (-2.5751, -2.9939, 0.3131)
C (-0.0532, -0.5575, -1.8559)
O (1.5835, -1.3928, -7.7104)
O (0.7396, -1.7054, -1.5037)
H (1.2734, -3.0837, 2.6995)
O (-1.2638, -1.2981, 1.6856)
S (4.7742, 5.8319, 2.2992)
N (4.6575, 4.8604, 3.5355)
C (0.5227, -2.1419, -0.1603)
C (-0.9918, -0.2008, -0.6115)
C (-0.6515, -1.1786, 0.3783)
H (3.1849, -0.5793, 2.3462)
H (-0.1204, -1.1515, 3.8562)
Na (0.4085, 1.7255, 0.3757)
F (6.2030, 6.4724, 2.6102)


Record 3
Computed, not measured: one molecule with the formula C7H17BO2, with ωB97M-V/def2-TZVPD.

Summary:
Charge = 0
Energy above the lowest of the compared OMol25 structures with the same formula, charge and spin = 6.05 kcal/mol
Highest occupied orbital energy = -9.5 eV
SMILES string = CC[C@@H](C)B(O)C(C)(C)O
Maximum force = 3.51 eV Å⁻¹
Orbital gap = 10.10 eV
Calculated total energy = -12306.0343 eV

Atoms and positions in Å:
O (2.8400, 0.8947, -0.1196)
H (-0.3614, -0.5310, -2.4064)
H (-1.0934, -0.8149, 2.3540)
H (1.2815, -2.0358, 1.1044)
O (1.6004, -1.1132, 0.9999)
H (-1.7738, 0.5274, 0.2535)
H (-0.0745, 2.2194, 0.9987)
B (0.7988, -0.4408, 0.1245)
C (1.3774, 1.0229, -0.0889)
H (0.0198, 2.1711, -1.6301)
C (0.9855, 1.6025, -1.4849)
H (-1.7746, -1.4364, -2.2528)
H (-2.6991, -0.9605, -0.3144)
H (-0.5471, -2.2473, 0.1649)
H (-2.4650, -1.9717, 1.8845)
H (1.7836, 2.4164, -1.5232)
C (-2.0118, -0.9531, 1.7277)
C (-0.5916, -1.2433, -0.3392)
H (2.9855, 0.2637, 0.5240)
H (1.1534, 1.6371, 2.0469)
C (-0.6229, -1.4441, -1.8599)
H (-2.8760, -0.3990, 2.1051)
H (-0.0527, -2.4212, -2.0947)
C (0.9885, 2.0596, 1.0439)
H (1.2790, 0.8923, -2.2401)
H (1.6809, 2.8839, 0.7228)
C (-1.8302, -0.5787, 0.2991)


Record 4
Computed, not measured: C7H17Br3CaClF2LiN2O3Si2 as an isolated structure, with ωB97M-V/def2-TZVPD.

Summary:
Charge = 0
Highest occupied orbital energy = -6.4 eV
Maximum force = 5.05 eV Å⁻¹
Orbital gap = 2.39 eV
Calculated total energy = -279132.7335 eV

Atoms and positions in Å:
H (-1.9250, -4.7490, -0.0326)
F (-0.7015, -1.5692, -0.3930)
C (4.5930, 4.1999, -0.6503)
H (-0.3084, -4.4818, -2.8017)
Li (-3.4368, 3.4951, -1.0622)
C (-0.9994, -4.1631, -0.0696)
H (1.3732, 1.5515, 1.5505)
H (2.2986, -0.5032, 1.8561)
Ca (-6.0563, 2.7868, 0.5804)
H (-1.0645, -5.9999, -2.2325)
Si (-3.7414, 0.8280, 1.0876)
N (-3.9850, -1.6857, -1.1050)
Br (3.2626, 4.9752, 0.5540)
C (-4.4441, -0.7502, -0.6942)
N (0.3094, 0.8554, -0.1509)
H (-4.3113, 1.7263, 2.1046)
H (0.6801, -5.9332, -2.5477)
O (-2.4900, 1.5233, 0.2016)
O (1.1091, -5.2556, -0.1810)
C (-0.1762, -5.3676, -2.1783)
H (-1.1650, -3.2129, -0.6094)
Si (-0.9433, 1.3372, 0.9745)
H (-0.5399, 2.6439, 1.5562)
C (2.4265, -0.2036, 0.7933)
O (-4.9461, 0.3492, -0.1039)
H (-0.6901, -3.9319, 0.9480)
H (-0.9756, 0.3625, 2.0716)
F (4.5971, 6.1881, 1.9714)
Br (3.7935, 3.6173, -2.3084)
C (0.0749, -4.9542, -0.7471)
H (2.1397, -1.0183, 0.0976)
H (-3.3572, -0.4235, 1.7559)
H (2.2862, 1.8113, -0.0243)
H (5.2940, 4.9940, -0.8893)
C (1.5981, 1.1110, 0.5410)
Br (5.5959, 2.7975, 0.2043)
H (3.5105, 0.0038, 0.6333)
H (0.3030, 1.4672, -0.9680)
Cl (1.0120, 5.5783, 0.2677)